Entry 1:
One molecule with the formula C3H5FOS. Source: the OMol25 dataset; level of theory: ωB97M-V with the def2-TZVPD basis set.

Spin multiplicity: 1
Molar mass, g/mol: 108.1
Kohn-Sham gap, eV: 8.994
Net charge: 0

Geometry as XYZ:
```
11
C3H5FOS ωB97M-V with the def2-TZVPD basis set
C 0.08 -0.43 -0.32
C -2.68 -0.77 0.04
C -0.37 0.84 0.41
O -2.65 0.22 -1.02
F -4.04 -1.03 0.28
S -2.27 0.93 0.38
H -0.36 -0.59 -1.32
H -0.18 -1.26 0.32
H -0.01 1.08 1.39
H 0.05 1.59 -0.35
H 1.09 -0.42 -0.33
```

***

Entry 2:
H16NaO8 as an isolated structure. Source: the OMol25 dataset; level of theory: ωB97M-V with the def2-TZVPD basis set.

Spin multiplicity: 1
Molar mass, g/mol: 167.1
Kohn-Sham gap, eV: 9.942
Net charge: +1

Geometry as XYZ:
```
25
H16NaO8 ωB97M-V with the def2-TZVPD basis set
Na 0.02 -0.17 0.23
O 2.15 -0.41 -1.52
H 2.60 -1.13 -1.08
H 1.72 -0.83 -2.27
O 2.10 -0.46 1.44
H 2.38 -1.24 1.91
H 2.87 -0.17 0.96
O -0.77 0.86 -2.07
H -1.72 0.72 -2.00
H -0.49 0.25 -2.75
O 0.56 1.96 1.09
H 1.44 2.32 0.98
H 0.05 2.68 1.47
O -0.17 -2.82 0.85
H 0.37 -3.31 0.24
H -1.03 -3.23 0.80
O -2.78 -1.07 0.14
H -3.00 -1.95 -0.16
H -3.18 -0.49 -0.51
O 1.00 2.78 -1.75
H 0.63 1.90 -1.71
H 1.66 2.79 -1.06
O -1.80 0.23 2.42
H -2.21 1.10 2.46
H -2.40 -0.29 1.90
```

***

Entry 3:
One molecule with the formula C20H23FN2O5S. Source: the OMol25 dataset; level of theory: ωB97M-V with the def2-TZVPD basis set.

Structure (SMILES): COC(=O)COc1ccc(S(=O)(=O)N2CCN(c3ccccc3F)CC2)cc1C
Spin multiplicity: 1
Molar mass, g/mol: 422.5
Kohn-Sham gap, eV: 8.434
Net charge: 0

Geometry as XYZ:
```
52
C20H23FN2O5S ωB97M-V with the def2-TZVPD basis set
C 0.98 7.02 0.97
O 1.27 5.65 1.24
C 0.37 4.76 0.81
O -0.63 5.04 0.23
C 0.84 3.35 1.13
O -0.29 2.53 1.26
C -0.13 1.18 1.27
C 1.09 0.52 1.23
C 1.13 -0.87 1.23
C -0.04 -1.58 1.28
S 0.00 -3.37 1.29
O 1.27 -3.78 1.80
O -1.20 -3.85 1.93
N -0.08 -3.91 -0.28
C 1.07 -3.65 -1.13
C 0.65 -2.78 -2.33
N -0.36 -1.84 -1.91
C -0.23 -0.47 -1.96
C -1.35 0.36 -2.05
C -1.25 1.74 -2.09
C -0.01 2.35 -2.08
C 1.12 1.57 -1.99
C 1.01 0.19 -1.91
F 2.17 -0.50 -1.76
C -1.62 -2.46 -1.58
C -1.35 -3.85 -0.95
C -1.26 -0.93 1.36
C -1.33 0.44 1.35
C -2.63 1.18 1.41
H 0.91 7.18 -0.11
H 1.80 7.59 1.39
H 0.03 7.30 1.43
H 1.45 3.36 2.05
H 1.48 3.02 0.29
H 2.02 1.07 1.20
H 2.07 -1.39 1.21
H 1.48 -4.61 -1.49
H 1.82 -3.16 -0.53
H 1.52 -2.28 -2.75
H 0.22 -3.42 -3.11
H -2.33 -0.08 -2.10
H -2.14 2.33 -2.16
H 0.07 3.43 -2.13
H 2.11 1.99 -1.97
H -2.14 -1.83 -0.87
H -2.25 -2.59 -2.47
H -1.38 -4.63 -1.71
H -2.11 -4.08 -0.19
H -2.16 -1.53 1.47
H -3.47 0.50 1.37
H -2.69 1.75 2.34
H -2.69 1.90 0.60
```

***

Entry 4:
C40H32Br2IrN3O3P as an isolated structure. Source: the OMol25 dataset; level of theory: ωB97M-V with the def2-TZVPD basis set.

Spin multiplicity: 1
Molar mass, g/mol: 985.7
Kohn-Sham gap, eV: 6.658
Net charge: +1

Geometry as XYZ:
```
82
C40H32Br2IrN3O3P ωB97M-V with the def2-TZVPD basis set
Ir 0.12 -1.02 0.06
C 3.20 0.23 1.11
C 3.15 -1.22 0.79
C 4.31 -1.99 1.00
C 4.34 -3.32 0.69
C 3.21 -3.92 0.10
C 3.15 -5.26 -0.33
Br 4.64 -6.41 -0.08
C 2.03 -5.75 -0.94
C 0.92 -4.92 -1.16
Br -0.59 -5.62 -2.03
C 0.90 -3.60 -0.75
O -0.12 -2.80 -0.95
C 2.07 -3.11 -0.09
N 2.06 -1.77 0.30
H 4.13 0.65 0.72
H 3.19 0.37 2.19
H 2.37 0.76 0.66
H 5.18 -1.50 1.42
H 5.23 -3.91 0.87
H 1.99 -6.78 -1.28
O -4.53 2.82 -3.43
C -4.81 2.36 -2.12
C -3.76 1.36 -1.73
C -4.00 0.38 -0.78
C -2.97 -0.44 -0.38
N -1.73 -0.35 -0.87
C -1.53 0.50 -1.90
C -2.50 1.39 -2.32
C -0.26 0.32 -2.62
C -0.13 0.63 -3.97
C 1.05 0.30 -4.63
C 1.20 0.62 -6.09
O 0.86 1.96 -6.39
C 2.04 -0.33 -3.90
C 1.83 -0.62 -2.56
N 0.70 -0.29 -1.93
H -5.23 3.42 -3.71
H -5.80 1.88 -2.06
H -4.79 3.18 -1.40
H -4.98 0.25 -0.34
H -3.14 -1.22 0.34
H -2.29 2.08 -3.12
H -0.94 1.10 -4.51
H 0.50 0.00 -6.66
H 2.20 0.36 -6.44
H 1.53 2.54 -6.03
H 2.98 -0.62 -4.36
H 2.59 -1.12 -1.97
C -4.26 1.36 3.61
C -3.86 0.09 3.23
C -2.67 -0.09 2.54
C -1.87 1.01 2.20
C -2.27 2.27 2.62
C -3.46 2.45 3.32
P -0.19 0.74 1.50
C 0.44 2.42 1.30
C -0.22 3.27 0.41
C 0.27 4.54 0.15
C 1.43 4.98 0.78
C 2.08 4.15 1.67
C 1.60 2.87 1.93
C 0.37 -0.42 2.79
C 0.73 -0.44 4.13
C 0.83 -1.69 4.74
C 0.54 -2.85 4.02
C 0.16 -2.82 2.68
C 0.07 -1.59 2.04
H -5.19 1.49 4.16
H -4.46 -0.78 3.49
H -2.33 -1.09 2.31
H -1.65 3.14 2.43
H -3.75 3.44 3.64
H -1.13 2.94 -0.08
H -0.25 5.19 -0.54
H 1.81 5.97 0.58
H 2.98 4.49 2.18
H 2.10 2.24 2.65
H 0.92 0.47 4.68
H 1.12 -1.76 5.78
H 0.62 -3.81 4.53
H -0.05 -3.74 2.16
```

***

Relative energy (zero: lowest compared OMol25 entry of this formula, charge and spin) values (in kcal/mol) by entry order: 93.6; 25.0; 0.0; 14.6.
Strongest force on any atom values (in eV/A) by entry order: 4.21; 0.88; 1.08; 2.07.